Computed, not measured: a gas-phase ion, C3H2F3N2 (charge +1) in a non-equilibrium geometry, with wB97M-V/def2-TZVPD.

Bonds (Å) are listed after each position.
Atoms and positions in Å:
1 F -2.02367 1.31549 -0.11859  C6 1.282
2 F -1.38711 -1.25804 0.98725  N4 1.402
3 F -1.85782 -1.34657 -1.06168  N4 1.349
4 N -0.92984 -0.79325 -0.25421  F2 1.402, F3 1.349, C6 1.519
5 N 0.12891 1.40073 -0.00930  C6 1.232, C8 1.410
6 C -0.88796 0.72175 -0.15934  F1 1.282, N4 1.519, N5 1.232
7 C 1.49643 -0.53117 -0.06953  C8 1.253, H10 1.131
8 C 1.35114 0.70352 0.08722  N5 1.410, C7 1.253, H9 1.053
9 H 2.16407 1.31166 0.36732  C8 1.053
10 H 1.94585 -1.52412 0.23086  C7 1.131

Computed properties:
- Highest occupied orbital energy: -17.115 eV
- ΔE to the lowest compared entry with this formula, charge and spin: 3.550 eV
- Orbital gap: 0.3338 Eh
- Charge: +1

Atom charges from the Mulliken analysis, given in e for atoms 1 to 8:
1. F -0.136
2. F -0.121
3. F -0.104
4. N 0.197
5. N -0.253
6. C 0.658
7. C 0.127
8. C -0.197

---

Computed, not measured: 2 unconnected molecules or ions with the total composition C2H2BrClO in a non-equilibrium geometry, with wB97M-V/def2-TZVPD.

Bonds (Å) are listed after each position.
Atoms and positions in Å:
1 Br -1.95759 1.13484 -0.13104  C5 1.907
2 Cl -1.12921 -1.83688 -0.36968  C5 1.716
3 O 2.00099 -0.45045 -0.73877  C4 1.156
4 C 1.25726 0.29772 -0.26553  O3 1.156, H7 1.161
5 C -0.78683 -0.30207 0.31681  Br1 1.907, Cl2 1.716, H6 1.028
6 H -0.83641 -0.28060 1.34296  C5 1.028
7 H 1.45179 1.43744 -0.15474  C4 1.161

Computed properties:
- Highest occupied orbital energy: -9.019 eV
- ΔE to the lowest compared entry with this formula, charge and spin: 2.396 eV
- Orbital gap: 0.3420 Eh

And the Mulliken charges, in e, turn out to be:
1. Br -0.094
2. Cl -0.106
3. O -0.283
4. C 0.150
5. C -0.284
6. H 0.332
7. H 0.285

---

Computed, not measured: 2 unconnected molecules or ions with the total composition C4H2IN3 in a non-equilibrium geometry, with wB97M-V/def2-TZVPD.

Bonds (Å) are listed after each position.
Atoms and positions in Å:
1 I -0.86801 -1.85848 -1.90157  C6 2.075
2 N 2.70328 -1.82887 0.44278  N4 1.232, H9 0.986
3 N -1.44108 -0.36024 1.30558  C5 1.141
4 N 1.61049 -1.75673 -0.12108  N2 1.232, C6 1.194
5 C -1.49100 0.56833 0.64466  N3 1.141, C7 1.327
6 C 0.83154 -1.25559 -0.87458  I1 2.075, N4 1.194
7 C -1.53604 1.76295 0.06970  C5 1.327, C8 1.192
8 C -1.33350 2.87175 -0.31714  C7 1.192, H10 1.096
9 H 2.81682 -2.06069 1.39390  N2 0.986
10 H -1.29249 3.91758 -0.64224  C8 1.096

Computed properties:
- Highest occupied orbital energy (spin up / spin down): -8.496 / -8.498 eV
- ΔE to the lowest compared entry with this formula, charge and spin: 4.638 eV
- Orbital gap (spin up / spin down): 0.2901 / 0.2902 Eh

Atom charges from the Mulliken analysis, given in e for atoms 1 to 8:
1. I 0.169
2. N -0.818
3. N -0.358
4. N 0.488
5. C 0.128
6. C -0.102
7. C 0.060
8. C -0.183

---

Computed, not measured: 2 unconnected molecules or ions with the total composition C3H8O4 in a non-equilibrium geometry, with wB97M-V/def2-TZVPD.

Bonds (Å) are listed after each position.
Atoms and positions in Å:
1 O 4.89941 2.41621 -3.43019  H8 0.984, H10 0.984
2 O 3.22366 -0.76241 -2.16779  C7 1.334, H11 0.996
3 O 2.13858 -0.42952 -4.10937  C7 1.226
4 O 1.06149 -0.59326 -0.78231  C5 1.446, C6 1.437
5 C 0.00000 0.00000 0.00000  O4 1.446, H12 1.103, H13 1.103, H15 1.103
6 C 0.81848 -0.61984 -2.19887  O4 1.437, C7 1.474, H9 1.107, H14 1.107
7 C 2.11658 -0.60570 -2.89607  O2 1.334, O3 1.226, C6 1.474
8 H 5.64027 3.05615 -3.52946  O1 0.984
9 H 0.26055 0.30243 -2.45101  C6 1.107
10 H 4.53911 2.31082 -4.33976  O1 0.984
11 H 2.96083 -0.99205 -1.23495  O2 0.996
12 H 0.25557 -0.02639 1.07266  C5 1.103
13 H -0.21500 1.04367 -0.28485  C5 1.103
14 H 0.20264 -1.48319 -2.51639  C6 1.107
15 H -0.90974 -0.60286 -0.15985  C5 1.103

Computed properties:
- Highest occupied orbital energy: -10.230 eV
- SMILES: COCC(=O)O.O
- ΔE to the lowest compared entry with this formula, charge and spin: 1.126 eV
- Orbital gap: 0.4028 Eh

Atom charges from the Mulliken analysis, given in e for atoms 1 to 8:
1. O -0.626
2. O -0.475
3. O -0.589
4. O -0.401
5. C -0.705
6. C -0.069
7. C 0.447
8. H 0.306

---

Computed, not measured: 11 unconnected molecules or ions with the total composition H22O11 in a non-equilibrium geometry, with wB97M-V/def2-TZVPD.

Bonds (Å) are listed after each position.
Atoms and positions in Å:
1 O 1.84579 -2.22734 1.86208  H21 0.964, H30 0.964
2 O -4.38381 3.20599 -0.93721  H25 0.964, H33 0.964
3 O 0.25138 3.48486 1.07605  H12 0.964, H18 0.964
4 O -1.68636 0.15017 -0.60417  H13 0.964, H27 0.964
5 O -3.29702 -2.39641 -0.22576  H28 0.964, H31 0.964
6 O 1.62531 3.04571 -1.12126  H14 0.964, H29 0.964
7 O 3.50332 -1.96893 -0.29115  H23 0.964, H24 0.964
8 O 3.52700 0.71052 -1.12367  H17 0.964, H22 0.964
9 O 0.16121 -3.32527 -2.31461  H26 0.964, H32 0.964
10 O 2.26760 1.24387 2.48430  H16 0.964, H19 0.964
11 O -3.04007 -1.95382 2.30458  H15 0.964, H20 0.964
12 H -0.33605 2.72659 0.98150  O3 0.964
13 H -2.24126 0.50648 -1.30711  O4 0.964
14 H 2.47065 2.69597 -1.42468  O6 0.964
15 H -2.71202 -2.50908 1.58830  O11 0.964
16 H 1.69322 0.62841 2.01497  O10 0.964
17 H 3.62594 0.53542 -2.06629  O8 0.964
18 H 1.13541 3.10236 1.04190  O3 0.964
19 H 1.85814 2.10420 2.33880  O10 0.964
20 H -3.59837 -2.54465 2.82247  O11 0.964
21 H 1.87985 -2.24470 0.89900  O1 0.964
22 H 2.59723 0.52756 -0.94748  O8 0.964
23 H 2.84065 -1.38495 -0.67692  O7 0.964
24 H 4.13354 -2.11308 -1.00601  O7 0.964
25 H -3.88695 3.29232 -0.11583  O2 0.964
26 H -0.08214 -2.46934 -1.94427  O9 0.964
27 H -1.10383 -0.47009 -1.05686  O4 0.964
28 H -4.08664 -2.85361 -0.53633  O5 0.964
29 H 1.86393 3.83292 -0.61891  O6 0.964
30 H 1.71751 -1.29621 2.07546  O1 0.964
31 H -3.21240 -1.64349 -0.82152  O5 0.964
32 H -0.07743 -3.95540 -1.62542  O9 0.964
33 H -5.25332 3.56301 -0.72395  O2 0.964

Computed properties:
- Highest occupied orbital energy: -10.557 eV
- SMILES: O.O.O.O.O.O.O.O.O.O.O
- ΔE to the lowest compared entry with this formula, charge and spin: 3.336 eV
- Orbital gap: 0.3673 Eh

Atom charges from the Mulliken analysis, given in e for atoms 1 to 8:
1. O -0.550
2. O -0.632
3. O -0.596
4. O -0.653
5. O -0.548
6. O -0.605
7. O -0.550
8. O -0.651

---

Computed, not measured: 2 unconnected molecules or ions with the total composition C3H10NO2 in a non-equilibrium geometry, with wB97M-V/def2-TZVPD.

Bonds (Å) are listed after each position.
Atoms and positions in Å:
1 O -2.47628 -0.43528 -1.69166  H7 0.965, H16 0.973
2 O 1.85712 0.10332 1.43120  C6 1.197
3 N 0.09858 -0.07006 -0.64635  C4 1.476, C5 1.528, H10 1.020, H12 1.034
4 C -0.36506 -0.30052 0.73598  N3 1.476, C6 1.515, H11 1.074, H14 1.092
5 C 0.96990 1.13102 -1.01239  N3 1.528, H9 1.090, H13 1.057, H15 1.069
6 C 0.81494 -0.43256 1.67678  O2 1.197, C4 1.515, H8 1.092
7 H -3.23670 0.04484 -1.34052  O1 0.965
8 H 0.61430 -1.04533 2.55831  C6 1.092
9 H 0.54951 2.00100 -0.50808  C5 1.090
10 H 0.67431 -0.87149 -0.90402  N3 1.020
11 H -0.94711 0.54229 1.05833  C4 1.074
12 H -0.68564 -0.03053 -1.31912  N3 1.034
13 H 0.89182 1.21882 -2.06285  C5 1.057
14 H -0.94008 -1.22864 0.73588  C4 1.092
15 H 1.95343 0.94296 -0.63813  C5 1.069
16 H -2.88667 -1.11599 -2.25202  O1 0.973

Computed properties:
- Highest occupied orbital energy: -14.617 eV
- ΔE to the lowest compared entry with this formula, charge and spin: 1.124 eV
- Orbital gap: 0.4091 Eh
- Charge: +1

Atom charges from the Mulliken analysis, given in e for atoms 1 to 8:
1. O -0.639
2. O -0.417
3. N -0.187
4. C -0.518
5. C -0.813
6. C 0.044
7. H 0.303
8. H 0.375

---

Computed, not measured: 2 unconnected molecules or ions with the total composition C2HFNO4 in a non-equilibrium geometry, with wB97M-V/def2-TZVPD.

Bonds (Å) are listed after each position.
Atoms and positions in Å:
1 F 1.64551 -0.60309 -0.26126  C7 1.333
2 O -1.84066 -0.16222 -0.86234  C8 1.198
3 O -0.83994 0.92846 1.58127  N6 1.241
4 O 0.37887 -0.79959 2.06363  N6 1.263
5 O -0.17598 -1.01907 -2.13212  C8 1.186
6 N 0.00007 0.08025 1.24087  O3 1.241, O4 1.263, C7 1.422
7 C 0.49962 0.05583 -0.08990  F1 1.333, N6 1.422, C8 1.792
8 C -0.74943 -0.42163 -1.28251  O2 1.198, O5 1.186, C7 1.792
9 H 1.08195 1.94106 -0.25764  no bonds

Computed properties:
- Highest occupied orbital energy (spin up / spin down): -5.070 / -5.112 eV
- ΔE to the lowest compared entry with this formula, charge and spin: 2.863 eV
- Orbital gap (spin up / spin down): 0.2832 / 0.2842 Eh
- Charge: -1

Atom charges from the Mulliken analysis, given in e for atoms 1 to 8:
1. F -0.207
2. O -0.587
3. O -0.506
4. O -0.609
5. O -0.570
6. N 0.897
7. C -0.205
8. C 0.652

---

Computed, not measured: 2 unconnected molecules or ions with the total composition C4H10O in a non-equilibrium geometry, with wB97M-V/def2-TZVPD.

Bonds (Å) are listed after each position.
Atoms and positions in Å:
1 O 1.59334 3.30612 -2.73584  C2 1.198
2 C 0.68465 3.26920 -3.51518  O1 1.198, H9 1.106, H12 1.105
3 C -0.50856 -1.65811 1.36929  C4 1.534, C5 1.523, H14 1.094, H15 1.082
4 C -0.71596 -0.45328 2.29641  C3 1.534, H6 1.083, H10 1.083, H11 1.088
5 C 0.43431 -1.45533 0.19100  C3 1.523, H7 1.099, H8 1.088, H13 1.084
6 H -1.15443 0.37680 1.75698  C4 1.083
7 H 0.20251 -2.20968 -0.57367  C5 1.099
8 H 1.44354 -1.74185 0.47917  C5 1.088
9 H 0.79135 3.77751 -4.49182  C2 1.106
10 H 0.21268 -0.25977 2.81928  C4 1.083
11 H -1.46172 -0.73016 3.03861  C4 1.088
12 H -0.25956 2.74622 -3.27975  C2 1.105
13 H 0.44440 -0.48318 -0.28816  C5 1.084
14 H -1.49341 -1.95425 0.99536  C3 1.094
15 H -0.21315 -2.53024 1.93833  C3 1.082

Computed properties:
- Highest occupied orbital energy: -10.272 eV
- SMILES: C=O.CCC
- ΔE to the lowest compared entry with this formula, charge and spin: 1.289 eV
- Orbital gap: 0.4110 Eh

Atom charges from the Mulliken analysis, given in e for atoms 1 to 8:
1. O -0.372
2. C -0.073
3. C -0.276
4. C -1.085
5. C -1.021
6. H 0.314
7. H 0.295
8. H 0.281

---

What is the ΔE to the lowest compared entry with this formula, charge and spin in the second record? 2.396 eV

---

Which of these has the highest ΔE to the lowest compared entry with this formula, charge and spin? C4H2IN3